(1)
DFT (wB97M-V/def2-TZVPD) results for a molecular structure, C36H100N8O12 at a distorted geometry.

Atoms and positions in Å:
C (-13.85, -4.58, 20.80)
C (-17.72, -7.39, 20.83)
H (-12.07, -3.95, 24.12)
H (-18.32, -6.48, 20.73)
H (-14.70, -10.94, 20.22)
H (-10.89, -8.57, 24.96)
C (-18.56, -8.74, 27.43)
C (-11.31, -6.88, 21.59)
C (-15.55, -4.08, 24.70)
H (-13.24, -10.59, 20.85)
H (-10.40, -11.63, 20.02)
H (-20.39, -7.96, 26.87)
H (-17.61, -5.57, 23.94)
H (-10.04, -7.84, 22.68)
H (-13.28, -5.73, 23.15)
O (-13.75, -5.93, 20.43)
H (-12.41, -7.77, 25.09)
H (-11.99, -11.04, 24.78)
O (-15.62, -5.54, 24.62)
O (-10.01, -5.28, 22.95)
C (-12.24, -8.48, 19.28)
H (-16.68, -10.47, 24.95)
H (-14.41, -4.56, 21.73)
H (-15.00, -5.81, 19.99)
C (-9.74, -11.50, 22.16)
H (-10.01, -12.50, 22.50)
H (-15.04, -11.13, 22.00)
H (-11.93, -5.01, 22.52)
H (-11.78, -5.55, 27.68)
H (-15.96, -6.78, 19.01)
H (-12.25, -5.84, 18.95)
H (-9.66, -6.41, 24.46)
H (-11.92, -9.56, 21.39)
H (-13.66, -9.43, 24.23)
H (-8.27, -10.34, 21.46)
H (-15.13, -12.21, 26.48)
C (-13.28, -6.16, 19.11)
H (-14.41, -3.65, 23.00)
H (-10.01, -7.45, 25.86)
N (-13.98, -2.06, 24.38)
H (-13.14, -5.26, 24.53)
H (-9.36, -10.77, 24.09)
H (-12.80, -4.07, 25.68)
H (-14.34, -12.65, 22.29)
H (-17.48, -7.61, 25.87)
H (-12.33, -9.53, 19.00)
H (-14.29, -8.09, 21.12)
O (-12.28, -11.25, 26.73)
O (-15.36, -11.61, 23.87)
H (-18.79, -8.56, 28.48)
C (-13.40, -8.72, 23.45)
N (-14.18, -7.08, 25.20)
H (-13.47, -13.05, 21.45)
H (-10.64, -10.09, 20.84)
C (-15.31, -6.84, 27.12)
H (-11.56, -8.78, 27.66)
H (-14.63, -6.18, 25.31)
H (-12.03, -12.14, 26.49)
H (-11.91, -6.99, 23.74)
H (-10.58, -11.13, 25.71)
O (-15.65, -9.05, 19.79)
H (-12.25, -13.35, 20.32)
C (-14.42, -7.59, 23.83)
H (-18.12, -6.66, 27.23)
H (-11.25, -8.31, 18.86)
H (-7.30, -6.29, 25.56)
O (-9.24, -5.55, 26.21)
N (-14.62, -8.92, 26.31)
H (-8.13, -11.80, 20.92)
N (-19.80, -8.74, 26.63)
H (-12.46, -10.84, 22.49)
C (-15.67, -10.38, 24.57)
C (-10.72, -11.17, 20.96)
C (-10.15, -10.66, 23.35)
C (-14.73, -10.09, 19.54)
H (-10.86, -4.89, 21.12)
C (-12.78, -10.14, 21.72)
N (-13.12, -7.67, 17.23)
H (-13.70, -9.75, 19.45)
C (-14.51, -11.69, 22.78)
H (-16.89, -7.11, 24.61)
C (-12.39, -12.93, 21.32)
H (-15.16, -7.09, 26.07)
C (-16.96, -6.03, 24.68)
H (-15.22, -10.52, 18.66)
H (-12.14, -8.37, 20.36)
O (-10.99, -7.82, 22.61)
H (-16.09, -6.47, 21.85)
H (-19.45, -8.54, 25.70)
H (-18.62, -10.84, 27.76)
H (-13.84, -7.07, 16.87)
O (-10.86, -8.68, 27.00)
H (-11.84, -13.60, 21.98)
H (-17.35, -5.79, 25.67)
H (-15.66, -10.94, 27.62)
H (-16.45, -3.64, 24.27)
H (-13.66, -10.41, 25.35)
H (-11.55, -5.00, 25.05)
C (-11.41, -9.09, 25.77)
N (-15.93, -6.11, 19.77)
C (-10.06, -6.43, 25.47)
H (-17.02, -10.06, 27.97)
H (-8.00, -6.91, 27.01)
H (-11.16, -10.94, 23.61)
H (-12.90, -4.17, 21.15)
H (-15.58, -9.51, 23.92)
H (-15.57, -8.70, 26.55)
C (-11.53, -6.00, 25.48)
H (-15.41, -8.01, 23.66)
N (-8.33, -11.30, 21.77)
C (-14.28, -3.49, 24.07)
O (-13.79, -9.32, 22.25)
H (-14.34, -3.95, 20.05)
C (-13.01, -4.18, 24.62)
C (-17.94, -10.09, 27.37)
H (-14.08, -6.58, 21.92)
H (-10.75, -7.10, 20.69)
N (-12.34, -6.86, 24.65)
H (-12.38, -8.40, 23.62)
H (-15.04, -5.68, 23.08)
H (-10.15, -9.57, 23.21)
H (-15.65, -3.79, 25.74)
H (-13.95, -11.32, 27.35)
H (-7.37, -5.25, 26.94)
C (-14.17, -6.34, 22.98)
H (-17.89, -7.99, 19.94)
C (-7.94, -6.01, 26.40)
C (-16.25, -6.97, 20.89)
H (-12.05, -7.17, 27.28)
H (-12.41, -8.68, 25.70)
C (-14.67, -10.25, 25.72)
H (-15.50, -5.77, 27.24)
H (-14.74, -1.57, 24.83)
C (-11.56, -10.64, 25.70)
C (-12.16, -6.16, 26.86)
H (-13.23, -6.73, 25.22)
C (-15.36, -8.21, 20.95)
H (-12.22, -7.27, 16.99)
H (-14.30, -8.03, 18.79)
H (-13.27, -2.00, 25.10)
H (-12.38, -7.00, 21.41)
C (-11.04, -5.44, 22.04)
H (-13.82, -5.53, 18.40)
C (-13.29, -7.64, 18.64)
C (-14.92, -11.21, 26.87)
H (-18.05, -7.98, 21.68)
H (-14.39, -7.18, 27.60)
O (-16.37, -7.61, 27.69)
H (-15.68, -8.74, 21.84)
H (-17.81, -10.37, 26.33)
O (-12.06, -11.56, 21.26)
H (-13.23, -5.98, 26.83)
H (-13.56, -11.32, 23.14)
C (-17.60, -7.57, 26.95)
H (-10.08, -4.37, 23.23)
H (-14.38, -8.28, 25.57)

Properties
ΔE to the lowest compared entry with this formula, charge and spin, kcal per mole: 882.5
E_LUMO, eV: -0.03
Kohn-Sham gap, eV: 5.7
Spin multiplicity: 1
Highest occupied orbital energy, eV: -5.7562

***

(2)
DFT (wB97M-V/def2-TZVPD) results for 14 unconnected molecules or ions with the total composition C36H100O14 at a distorted geometry.

Atoms and positions in Å:
H (-3.34, 1.60, 0.32)
H (0.43, -4.01, -4.77)
O (-1.67, 2.49, -1.47)
H (-3.53, -4.58, 5.09)
H (-4.29, -3.68, 1.86)
C (5.35, -1.70, 0.24)
C (-1.88, 0.99, -5.17)
H (1.80, -0.28, -0.74)
H (2.17, -4.33, 3.92)
H (-1.60, 3.44, 1.00)
H (2.96, 1.73, -4.64)
H (2.63, 3.76, 0.05)
C (3.48, 0.62, -2.89)
H (-3.26, -0.65, 5.38)
O (1.66, -4.61, 3.15)
H (-3.88, 2.61, -3.26)
C (6.51, -2.17, -1.96)
H (5.25, -2.08, 1.25)
H (2.72, 3.44, -1.68)
H (5.74, -3.66, -0.66)
H (3.57, 2.70, 1.49)
C (1.55, -3.40, -2.17)
H (-1.20, -0.88, 0.65)
H (-0.83, 0.66, 1.41)
H (-1.76, 5.56, 3.22)
H (1.71, -3.26, -5.63)
H (-0.12, -3.09, 0.77)
O (7.40, -2.88, 0.16)
H (2.22, 0.15, -4.52)
C (6.20, -2.67, -0.57)
H (1.52, 2.67, -0.61)
H (0.51, 0.52, 5.39)
H (0.25, -1.02, 4.49)
C (2.26, -2.37, 2.25)
H (0.37, 0.52, 3.62)
H (-3.11, -2.75, -0.83)
H (1.61, 1.54, -3.53)
H (-1.67, 0.88, -2.41)
C (-1.80, 3.70, 2.04)
C (2.03, 3.60, -0.85)
H (3.58, -2.69, -4.56)
H (-4.67, -2.48, 0.36)
C (2.16, -3.56, -3.53)
H (-0.05, 0.98, -4.03)
C (-1.74, 5.21, 2.19)
C (-0.95, 0.37, -4.15)
H (2.96, -1.21, -2.59)
C (2.59, 4.10, 2.75)
H (-1.61, -3.74, -0.92)
H (-1.94, -3.85, 3.71)
H (-1.47, 2.09, 4.19)
H (-0.02, 3.03, 2.36)
H (-4.49, 4.05, -2.32)
H (3.08, -2.78, 1.66)
H (-0.34, -4.60, 1.64)
C (1.20, -3.43, 2.47)
C (-1.10, 0.20, 0.46)
C (-2.99, 2.96, -1.29)
H (-4.85, 2.03, -0.47)
H (-2.09, 2.02, -4.85)
H (7.04, -1.22, -1.95)
H (5.81, -0.71, 0.22)
H (-5.09, -0.79, 0.59)
H (8.17, -2.50, -0.29)
C (-4.32, -1.60, 2.35)
H (-2.60, 5.64, 1.66)
H (2.68, -2.12, 3.23)
H (2.99, 2.09, -1.46)
H (2.27, -3.57, -1.37)
C (-4.35, -1.55, 0.83)
C (-0.02, 0.40, -0.58)
C (1.21, -3.25, -4.66)
H (-0.28, 4.03, 0.49)
C (-2.20, -2.95, -1.38)
H (2.75, 1.96, 2.89)
H (0.93, -4.53, 0.52)
H (1.75, 4.17, 3.44)
H (-1.41, 1.05, -6.16)
H (-1.60, -3.30, -3.41)
H (1.12, -2.41, -2.03)
H (-1.10, 3.24, -1.75)
H (1.52, 1.59, 0.96)
H (-2.08, 0.60, 0.18)
H (7.11, -2.91, -2.51)
H (-0.28, -0.12, -1.52)
H (4.37, 0.14, -3.32)
H (4.60, 1.39, -1.23)
C (-3.15, 3.12, 2.41)
O (1.21, -0.04, 0.01)
H (-3.56, 3.51, 3.35)
C (-3.63, 3.44, -2.60)
H (0.82, 5.33, 0.95)
H (-2.99, -4.18, -3.05)
H (4.37, -1.61, -0.24)
H (-5.49, -2.85, 3.34)
C (2.48, 1.03, -3.94)
C (-2.54, -3.21, -2.85)
H (-0.88, 5.61, 1.66)
H (0.01, 1.43, -0.96)
H (-2.95, 4.06, -3.18)
H (-2.84, -1.35, -3.29)
H (-2.13, -0.29, 6.68)
H (-3.12, -2.55, 3.78)
H (-3.55, -2.27, 2.75)
C (0.41, -3.90, 1.25)
H (-2.86, 0.54, -5.32)
H (-1.53, -2.08, -1.34)
H (0.74, -2.27, -4.58)
O (-5.59, -2.03, 2.85)
C (-1.53, 0.18, 4.60)
C (2.68, 2.73, 2.12)
H (-1.93, 0.01, 3.59)
C (1.03, 4.70, -1.09)
O (0.19, 4.34, -2.20)
H (-3.21, 2.03, 2.35)
C (-3.22, -3.82, 1.98)
O (1.51, 2.47, 1.37)
O (-3.35, -2.17, -3.35)
H (-4.09, -0.64, 2.82)
H (-3.39, -1.22, 0.44)
H (-3.78, 0.93, -1.26)
H (0.80, 4.25, -2.94)
H (0.49, -3.04, 3.21)
H (0.74, -4.13, -2.14)
O (2.83, -0.38, -2.09)
O (-0.83, 3.06, 2.89)
H (2.54, 4.92, 2.03)
H (3.50, 4.31, 3.33)
C (-3.79, 1.83, -0.64)
C (0.02, 0.05, 4.54)
C (3.88, 1.73, -1.97)
H (-2.93, -4.82, 1.65)
H (2.55, -4.58, -3.65)
H (5.66, -2.05, -2.63)
H (-3.82, 3.42, 1.60)
H (-1.86, -1.69, 5.59)
H (-3.05, 3.72, -0.50)
C (0.20, 4.94, 0.14)
H (-0.63, 5.64, 0.00)
C (-2.97, -3.58, 3.47)
H (4.37, 2.51, -2.56)
H (-2.64, -3.10, 1.39)
H (1.53, 5.63, -1.40)
O (-1.83, 1.53, 4.90)
H (1.87, -1.45, 1.82)
C (-2.20, -0.66, 5.65)
O (-3.85, -4.44, 4.20)
O (3.26, -2.65, -3.65)
O (-1.60, 0.06, -2.94)
H (-0.61, -0.59, -4.57)

Properties
ΔE to the lowest compared entry with this formula, charge and spin, kcal per mole: 141.4
E_LUMO, eV: 0.13
Kohn-Sham gap, eV: 9.3
Spin multiplicity: 1
Highest occupied orbital energy, eV: -9.1767